No. 1
{
  "formula": "C4H9FNO",
  "method": "wB97M-V/def2-TZVPD",
  "de_lowest_ev": 3.2541,
  "largest_force_ev_per_a": 2.01,
  "lumo_ev": [-3.6, -4.6],
  "homo_ev": [-12.41, -11.33],
  "charge": 1,
  "homo_lumo_gap_ev": [8.762, 6.737],
  "symbols": ["C", "C", "C", "C", "N", "O", "F", "H", "H", "H", "H", "H", "H", "H", "H", "H"],
  "positions_angstrom": [[-0.60, 0.98, -0.34], [0.94, 1.37, -0.20], [-0.82, -0.44, -0.58], [1.90, -0.60, 0.55], [-1.62, -1.21, 0.39], [1.53, 0.61, 0.80], [2.34, -0.95, -0.65], [-1.10, 1.31, 0.57], [-0.93, 1.61, -1.17], [1.42, 1.22, -1.17], [1.01, 2.42, 0.10], [-0.81, -0.86, -1.57], [2.19, -1.26, 1.36], [-1.46, -0.84, 1.34], [-1.35, -2.20, 0.37], [-2.64, -1.16, 0.19]]
}

=====

No. 2
{
  "formula": "C20H22ClN3O",
  "method": "wB97M-V/def2-TZVPD",
  "de_lowest_ev": 1.9374,
  "largest_force_ev_per_a": 1.39,
  "lumo_ev": 0.4,
  "smiles": "COc1ccccc1N1CCN(/N=C/C(Cl)=C/c2ccccc2)CC1",
  "homo_ev": -7.31,
  "charge": 0,
  "homo_lumo_gap_ev": 7.711,
  "symbols": ["C", "O", "C", "C", "C", "C", "C", "C", "N", "C", "C", "N", "N", "C", "C", "C", "C", "C", "C", "C", "C", "C", "H", "H", "H", "H", "H", "H", "Cl", "H", "C", "H", "C", "H", "H", "H", "H", "H", "H", "H", "H", "H", "H", "H", "H", "H", "H"],
  "positions_angstrom": [[-3.75, -2.63, -2.07], [-3.33, -1.64, -1.16], [-4.20, -0.65, -0.82], [-5.48, -0.53, -1.35], [-6.30, 0.53, -1.01], [-5.86, 1.49, -0.13], [-4.60, 1.37, 0.43], [-3.75, 0.32, 0.11], [-2.51, 0.27, 0.75], [-1.83, -0.99, 0.97], [-0.94, -0.83, 2.22], [0.00, 0.25, 2.02], [1.19, 0.13, 1.47], [1.83, -0.97, 1.30], [3.16, -0.94, 0.75], [3.78, 0.19, 0.35], [5.08, 0.40, -0.24], [5.27, 1.57, -0.99], [6.48, 1.84, -1.60], [7.54, 0.96, -1.47], [7.38, -0.19, -0.71], [6.17, -0.47, -0.11], [6.08, -1.36, 0.49], [8.21, -0.87, -0.59], [8.48, 1.18, -1.95], [6.59, 2.75, -2.18], [4.45, 2.26, -1.09], [3.17, 1.07, 0.47], [3.85, -2.52, 0.59], [1.43, -1.95, 1.54], [-0.67, 1.50, 1.74], [-1.26, 1.78, 2.61], [-1.57, 1.35, 0.51], [-0.94, 1.13, -0.36], [-2.12, 2.27, 0.32], [0.10, 2.26, 1.56], [-0.42, -1.76, 2.44], [-1.57, -0.57, 3.08], [-2.57, -1.77, 1.15], [-1.20, -1.28, 0.12], [-4.25, 2.11, 1.14], [-6.49, 2.32, 0.14], [-7.29, 0.60, -1.45], [-5.84, -1.26, -2.06], [-2.90, -3.31, -2.17], [-3.99, -2.21, -3.05], [-4.61, -3.19, -1.69]]
}